[1]
ORCA calculation (ωB97M-V with the def2-TZVPD basis set) on a 2-piece molecular cluster, C10H18N2 overall at a distorted geometry.

For the LUMO energy, the calculation gives 0.901 eV. As for the total charge: 0. As for the structure (SMILES): C/N=C/C(C)(C)C.N=C=C1CC1. The value obtained for the frontier orbital gap is 0.338 hartree.

Each line ends with the natural charge from an NBO analysis.
CARTESIAN COORDINATES (ANGSTROEM)
C: 0.684 2.410 1.206  -0.4215
N: -0.252 1.687 0.351  -0.4689
C: -0.467 0.455 0.511  0.1753
C: -1.548 -0.281 -0.191  -0.1161
C: -2.973 -0.150 0.310  -0.5771
C: -1.759 0.397 -1.579  -0.6169
C: -1.080 -1.805 -0.354  -0.5743
H: 0.888 1.684 2.080  0.1683
H: 1.644 2.803 0.552  0.2111
H: 0.277 3.204 1.701  0.2016
H: -0.020 -0.207 1.379  0.1348
H: -3.224 0.828 0.338  0.2108
H: -3.696 -0.824 -0.247  0.2185
H: -3.059 -0.573 1.408  0.1944
H: -2.520 -0.108 -2.121  0.2070
H: -0.914 0.827 -2.178  0.2194
H: -2.250 1.306 -1.388  0.2110
H: -0.462 -1.844 -1.122  0.2078
H: -2.057 -2.301 -0.512  0.2055
H: -0.699 -2.059 0.533  0.1886
N: 1.652 1.379 -1.751  -0.6632
C: 1.885 0.345 -1.112  0.4325
C: 2.245 -0.491 -0.189  -0.2782
C: 2.300 -1.893 0.332  -0.4083
C: 3.200 -0.792 0.921  -0.3753
H: 0.840 2.031 -1.628  0.4125
H: 2.888 -2.482 -0.395  0.2164
H: 1.359 -2.358 0.671  0.2343
H: 2.821 -0.586 1.840  0.2115
H: 4.296 -0.602 0.632  0.2386

[2]
ORCA calculation (ωB97M-V with the def2-TZVPD basis set) on one molecule with the formula C10H18N2O5 at a distorted geometry.

For the LUMO energy, the calculation gives -0.032 eV. As for the total charge: 0. As for the structure (SMILES): CC(C)C[C@H](NC(=O)[C@@H](N)CC(=O)O)C(=O)O. The value obtained for the frontier orbital gap is 0.376 hartree.

Each line ends with the natural charge from an NBO analysis.
CARTESIAN COORDINATES (ANGSTROEM)
C: 1.352 2.019 -1.572  -0.6167
C: 1.773 1.554 -0.172  -0.2299
C: 2.491 2.585 0.779  -0.6234
C: 2.372 0.108 -0.212  -0.4304
C: 1.559 -1.118 -0.612  -0.1470
N: 0.277 -1.174 0.275  -0.6760
C: -0.948 -0.747 -0.169  0.6865
O: -1.098 -0.395 -1.367  -0.6764
C: -2.117 -0.853 0.843  -0.1325
N: -1.603 -0.517 2.158  -0.8717
C: -3.326 0.052 0.487  -0.5330
C: -4.187 -0.441 -0.519  0.7611
O: -5.384 -0.567 -0.341  -0.5555
O: -3.691 -0.672 -1.792  -0.6924
C: 2.379 -2.442 -0.398  0.7779
O: 3.585 -2.588 -0.380  -0.5509
O: 1.555 -3.444 -0.112  -0.6466
H: 0.690 2.986 -1.477  0.2126
H: 2.189 2.082 -2.206  0.2015
H: 0.781 1.108 -1.929  0.2287
H: 0.782 1.619 0.317  0.1808
H: 2.071 3.604 0.187  0.2379
H: 3.769 2.315 0.695  0.2086
H: 2.119 2.315 1.952  0.2273
H: 2.674 -0.267 0.860  0.2107
H: 3.365 0.231 -0.612  0.2460
H: 1.186 -1.171 -1.667  0.2597
H: 0.194 -1.344 1.321  0.4483
H: -2.365 -1.898 0.872  0.2252
H: -1.757 0.612 2.194  0.3797
H: -2.034 -1.086 2.997  0.4044
H: -2.766 0.974 0.119  0.2440
H: -3.827 0.226 1.442  0.2525
H: -2.783 -0.552 -1.913  0.5055
H: 0.724 -3.113 -0.046  0.4834

[3]
ORCA calculation (ωB97M-V with the def2-TZVPD basis set) on a 2-piece molecular cluster, C10H18N3 overall at a distorted geometry.

For the LUMO energy, the calculation gives -4.100 eV. As for the total charge: +1. The value obtained for the frontier orbital gap is 0.275 hartree.

Each line ends with the natural charge from an NBO analysis.
CARTESIAN COORDINATES (ANGSTROEM)
C: -2.648 -0.926 0.303  -0.6789
C: -1.594 3.465 0.398  -0.2249
C: -1.131 2.551 1.367  -0.2001
C: -2.353 2.836 -0.593  -0.1827
C: -1.310 1.132 1.341  -0.2239
C: -2.589 1.413 -0.621  -0.2218
C: -2.147 0.544 0.335  -0.0248
H: -1.675 4.579 0.490  0.2424
H: -0.222 2.861 1.945  0.2087
H: -2.891 3.445 -1.206  0.2095
H: -0.978 0.489 2.023  0.1952
H: -3.232 1.025 -1.495  0.2148
H: -1.949 -1.781 0.060  0.2080
H: -3.556 -0.824 -0.370  0.2359
H: -3.191 -1.490 1.147  0.2439
C: 3.263 -0.443 -0.767  -0.2350
C: 2.784 0.348 0.437  -0.6369
C: 1.506 -2.239 -0.529  0.7092
N: 2.119 -1.261 -1.334  -0.5596
N: 2.079 -2.516 0.880  -0.7953
N: 0.554 -3.097 -1.089  -0.7398
H: 3.636 0.162 -1.662  0.2401
H: 4.006 -1.213 -0.691  0.2353
H: 2.389 1.336 0.253  0.2488
H: 3.626 0.628 1.322  0.2580
H: 1.477 -0.692 -1.997  0.4453
H: 1.890 -1.759 1.482  0.4076
H: 1.836 -3.388 1.300  0.4062
H: 0.309 -3.083 -1.994  0.4120
H: 0.634 -4.053 -0.729  0.4215
H: 1.933 -0.198 0.899  0.1810

[4]
ORCA calculation (ωB97M-V with the def2-TZVPD basis set) on an isolated ion of composition C10H18N3O and charge +1 at a distorted geometry.

For the LUMO energy (alpha / beta), the calculation gives -2.685 / -5.538 eV. The spin multiplicity is 3. As for the total charge: +1. The value obtained for the frontier orbital gap (alpha / beta) is 0.225 / 0.233 hartree. Its expectation value of S² is 2.008.

Each line ends with the Mulliken spin population.
CARTESIAN COORDINATES (ANGSTROEM)
C: -2.074 2.428 0.107  0.3516
C: -1.656 1.885 -1.164  0.2017
C: -1.419 2.274 1.262  0.5782
C: -0.657 1.024 -1.383  0.5525
C: 2.702 0.227 -0.083  0.0082
C: -0.163 1.548 1.440  -0.0157
C: 0.239 0.450 -0.349  0.0350
C: -1.367 -2.262 -1.353  0.0080
C: -1.262 -2.408 1.164  -0.0020
C: -1.186 -1.490 -0.050  0.0080
N: 3.907 0.684 -0.445  0.0008
N: 2.606 -0.744 0.816  0.0029
N: 1.614 0.776 -0.618  0.0467
O: 0.124 -0.883 -0.036  0.0453
H: -2.991 2.998 0.094  0.0160
H: -2.233 2.205 -2.022  0.0288
H: -1.825 2.720 2.165  0.0212
H: -0.467 0.662 -2.387  0.0225
H: 0.721 2.172 1.511  0.0670
H: -0.190 0.773 2.195  0.0290
H: -0.522 -2.934 -1.502  -0.0026
H: -2.279 -2.852 -1.312  0.0008
H: -1.430 -1.584 -2.201  -0.0019
H: -0.549 -3.223 1.068  0.0005
H: -2.261 -2.826 1.245  0.0006
H: -1.046 -1.853 2.074  0.0003
H: -1.937 -0.697 0.034  0.0051
H: 4.747 0.291 -0.055  0.0004
H: 4.014 1.415 -1.126  -0.0002
H: 3.424 -1.198 1.185  0.0002
H: 1.683 -1.132 0.980  -0.0010
H: 1.732 1.554 -1.252  -0.0078

[5]
ORCA calculation (ωB97M-V with the def2-TZVPD basis set) on an isolated ion of composition C10H18N3S and charge +1 at a distorted geometry.

For the LUMO energy, the calculation gives -4.935 eV. As for the total charge: +1. As for the structure (SMILES): CC1=[N+]=C[C@@H](SN2CCCCC2)N1C. The value obtained for the frontier orbital gap is 0.260 hartree.

Each line ends with the natural charge from an NBO analysis.
CARTESIAN COORDINATES (ANGSTROEM)
C: 4.379 -1.250 -0.339  -0.7067
C: 3.192 -0.413 -0.539  0.5425
N: 2.339 -0.533 -1.534  -0.4537
C: 1.360 0.288 -1.390  0.2147
C: 1.464 1.046 -0.182  -0.2962
S: 0.026 0.438 0.954  0.4876
N: -1.205 0.210 -0.170  -0.5932
C: -1.628 -1.115 -0.539  -0.2230
C: -2.848 -1.389 0.252  -0.4167
C: -3.868 -0.305 0.058  -0.4233
C: -3.360 1.141 0.288  -0.3917
C: -2.092 1.344 -0.535  -0.2292
N: 2.718 0.507 0.321  -0.2896
C: 2.945 0.685 1.767  -0.4198
H: 5.280 -0.702 -0.299  0.2681
H: 4.302 -2.007 0.513  0.2740
H: 4.439 -1.893 -1.195  0.2739
H: 0.490 0.369 -2.143  0.2515
H: 1.546 2.120 -0.255  0.2768
H: -0.880 -1.871 -0.375  0.2237
H: -1.904 -0.930 -1.564  0.1906
H: -2.508 -1.763 1.270  0.2175
H: -3.182 -2.258 -0.236  0.2219
H: -4.283 -0.259 -0.910  0.2122
H: -4.609 -0.320 0.821  0.2335
H: -4.150 1.893 -0.047  0.2279
H: -3.125 1.324 1.435  0.2080
H: -2.213 1.300 -1.575  0.1983
H: -1.547 2.205 -0.200  0.2109
H: 3.685 -0.137 2.047  0.2407
H: 3.220 1.731 1.991  0.2402
H: 2.017 0.543 2.310  0.2285

[6]
ORCA calculation (ωB97M-V with the def2-TZVPD basis set) on an isolated ion of composition C10H18N3S and charge +1 at a distorted geometry.

For the LUMO energy, the calculation gives -2.986 eV. As for the total charge: +1. As for the structure (SMILES): C=C(C#N)N(/C=C/C)C[NH2+]CCSC. The value obtained for the frontier orbital gap is 0.333 hartree.

Each line ends with the natural charge from an NBO analysis.
CARTESIAN COORDINATES (ANGSTROEM)
C: -0.905 2.696 -1.337  -0.4019
C: -1.563 1.770 -0.502  0.0763
C: -2.658 2.300 0.256  0.2103
N: -3.484 2.657 0.986  -0.2202
N: -1.171 0.457 -0.240  -0.4324
C: -2.245 -0.367 0.284  -0.0185
C: -2.176 -1.636 0.510  -0.2243
C: -3.449 -2.317 0.977  -0.6641
C: -0.096 -0.111 -0.853  -0.0245
N: 0.861 -0.606 0.170  -0.5676
C: 2.058 -1.216 -0.283  -0.2712
C: 3.174 -0.904 0.768  -0.5937
S: 3.085 0.759 1.374  0.2879
C: 3.158 1.893 -0.107  -0.7578
H: -0.104 2.332 -2.009  0.1953
H: -1.325 3.656 -1.500  0.2447
H: -3.141 0.092 0.412  0.2315
H: -1.249 -2.356 0.303  0.1742
H: -4.398 -2.087 0.531  0.2417
H: -3.402 -3.440 0.849  0.2325
H: -3.583 -2.280 2.089  0.2373
H: -0.361 -0.913 -1.450  0.2155
H: 0.446 0.604 -1.428  0.2258
H: 0.388 -1.416 0.571  0.4480
H: 1.261 0.151 0.784  0.4359
H: 2.007 -2.303 -0.660  0.2492
H: 2.523 -0.744 -1.087  0.2172
H: 2.791 -1.625 1.504  0.2488
H: 4.147 -1.376 0.298  0.2666
H: 3.204 1.287 -1.034  0.2222
H: 4.046 2.566 -0.219  0.2688
H: 2.161 2.476 0.040  0.2464